(1)
# C9H17N2

An isolated ion of composition C9H17N2 and charge +1 in a non-equilibrium geometry (ωB97M-V/def2-TZVPD, the OMol25 dataset).

Last column: natural (NBO) charge in e.
Atoms and positions in Å:
1 C -0.171 1.780 0.358  -0.095
2 C -2.031 -1.493 0.067  -0.384
3 C -0.620 -2.046 0.247  -0.355
4 C -2.000 -0.219 -0.855  -0.477
5 C 0.367 -1.080 1.103  -0.497
6 C -2.492 1.037 -0.191  -0.003
7 C 1.285 -0.249 0.220  0.452
8 C 2.515 -0.930 -0.271  -0.713
9 C 1.997 1.949 -0.551  -0.444
10 N 0.977 1.030 -0.116  -0.312
11 N -1.504 1.735 0.324  -0.385
12 H 0.296 2.728 0.668  0.195
13 H -2.606 -2.287 -0.229  0.224
14 H -2.357 -1.158 1.082  0.205
15 H -0.714 -2.975 0.885  0.224
16 H -0.176 -2.325 -0.667  0.206
17 H -1.059 -0.079 -1.317  0.208
18 H -2.781 -0.531 -1.651  0.250
19 H -0.140 -0.458 1.864  0.250
20 H 1.006 -1.882 1.519  0.254
21 H -3.489 1.319 -0.313  0.236
22 H 3.074 -0.260 -0.941  0.242
23 H 2.358 -1.978 -0.777  0.275
24 H 3.157 -1.251 0.567  0.272
25 H 1.797 2.554 -1.488  0.252
26 H 1.960 2.788 0.272  0.225
27 H 3.104 1.615 -0.535  0.247
28 H -1.753 2.665 0.724  0.448

* maximum force: 4.51 eV Å⁻¹
* orbital gap: 6.99 eV
* charge: +1


(2)
# C5H7NO

A 2-piece molecular cluster, C5H7NO overall in a non-equilibrium geometry (ωB97M-V/def2-TZVPD, the OMol25 dataset).

Last column: natural (NBO) charge in e.
Atoms and positions in Å:
1 C -0.795 0.986 -1.826  -0.621
2 C -0.645 -0.374 -1.249  -0.391
3 N -1.134 -1.200 0.985  -0.709
4 C -0.485 -0.687 0.060  0.416
5 H -1.652 -0.936 1.811  0.436
6 H -0.985 -1.185 -1.885  0.243
7 H -1.813 1.132 -2.203  0.218
8 H -0.201 1.082 -2.739  0.214
9 H -0.549 1.768 -1.114  0.218
10 C 1.475 0.250 1.991  -0.735
11 C 1.675 -0.635 1.030  0.669
12 O 2.415 -1.398 0.443  -0.460
13 H 2.255 0.865 2.400  0.266
14 H 0.440 0.333 2.296  0.236

* maximum force: 6.31 eV Å⁻¹
* orbital gap: 7.15 eV
* SMILES: CC=C=N.C=C=O
* charge: 0


(3)
# C38H74BN4O6S3

A 3-piece molecular cluster, C38H74BN4O6S3 overall in a non-equilibrium geometry (ωB97M-V/def2-TZVPD, the OMol25 dataset).

Last column: Löwdin charge in e.
Atoms and positions in Å:
1 C -2.808 -1.644 -4.201  0.040
2 N -2.596 -1.721 -2.708  -0.077
3 C -2.284 -3.146 -2.374  -0.065
4 C -2.053 -3.239 -0.881  -0.244
5 C -1.533 -4.612 -0.432  -0.123
6 C -0.038 -4.676 -0.073  -0.175
7 C 0.930 -3.956 -1.007  -0.215
8 C 1.029 -4.517 -2.442  -0.176
9 C 1.522 -3.382 -3.357  -0.223
10 C 1.103 -3.513 -4.826  -0.229
11 C 1.958 -2.536 -5.682  -0.440
12 S 0.981 -1.214 -6.442  1.018
13 C 0.633 -0.179 -5.091  -0.706
14 N -0.376 0.568 -5.075  0.032
15 N -0.382 1.239 -3.853  0.070
16 C 0.637 0.818 -3.236  -0.222
17 O 1.353 -0.068 -3.928  0.044
18 C -3.318 -2.795 -0.117  -0.089
19 B -4.501 -3.854 -0.208  -0.654
20 O -4.756 -4.595 -1.318  0.198
21 O -5.315 -4.054 0.903  0.162
22 C -3.786 -1.359 -0.502  -0.352
23 C -2.790 -0.286 -0.029  -0.133
24 C -2.568 -0.262 1.478  -0.225
25 C -1.615 0.892 1.840  -0.444
26 S -0.517 0.481 3.227  0.896
27 C 0.381 -0.962 2.636  -1.071
28 S -0.066 -2.410 3.238  0.722
29 N 1.404 -0.799 1.705  -0.128
30 C 2.142 0.473 2.019  -0.166
31 C 3.468 0.606 1.274  -0.187
32 O 4.239 -0.549 1.495  -0.121
33 C 3.555 -1.597 0.865  -0.201
34 C 2.322 -1.955 1.684  -0.196
35 C -5.230 -1.095 -0.029  -0.081
36 C -5.666 0.375 -0.089  -0.165
37 O -5.298 1.075 1.107  -0.039
38 C -5.077 2.393 0.804  -0.281
39 O -3.974 2.903 0.877  0.085
40 C -3.842 -1.267 -2.048  -0.063
41 H -3.465 -0.824 -4.459  0.111
42 H -3.283 -2.558 -4.535  0.111
43 H -1.837 -1.586 -4.675  0.074
44 H -1.811 -1.135 -2.429  0.167
45 H -1.385 -3.383 -2.940  0.120
46 H -3.065 -3.803 -2.742  0.140
47 H -1.285 -2.501 -0.634  0.131
48 H -1.710 -5.311 -1.255  0.122
49 H -2.079 -5.009 0.422  0.124
50 H 0.065 -4.204 0.907  0.067
51 H 0.288 -5.702 0.078  0.124
52 H 0.760 -2.881 -1.022  0.091
53 H 1.922 -4.073 -0.568  0.110
54 H 1.810 -5.272 -2.440  0.120
55 H 0.093 -4.939 -2.801  0.100
56 H 2.604 -3.298 -3.267  0.123
57 H 1.123 -2.425 -3.011  0.086
58 H 0.084 -3.146 -4.905  0.069
59 H 1.190 -4.528 -5.198  0.116
60 H 2.517 -3.033 -6.467  0.081
61 H 2.697 -2.057 -5.045  0.071
62 H 0.865 1.162 -2.246  0.134
63 H -3.005 -2.779 0.928  0.144
64 H -5.337 -5.322 -1.059  0.132
65 H -4.748 -4.318 1.637  0.118
66 H -1.792 -0.476 -0.441  0.111
67 H -3.064 0.700 -0.402  0.120
68 H -2.065 -1.172 1.795  0.047
69 H -3.496 -0.215 2.037  0.118
70 H -1.029 1.133 0.952  0.075
71 H -2.160 1.794 2.095  0.062
72 H 1.513 1.295 1.692  0.098
73 H 2.314 0.582 3.086  0.122
74 H 3.960 1.491 1.660  0.133
75 H 3.238 0.736 0.211  0.121
76 H 3.237 -1.324 -0.148  0.120
77 H 4.195 -2.472 0.778  0.135
78 H 2.670 -2.236 2.678  0.124
79 H 1.845 -2.808 1.221  0.068
80 H -5.359 -1.397 1.007  0.138
81 H -5.953 -1.614 -0.656  0.133
82 H -5.296 0.855 -0.996  0.122
83 H -6.754 0.378 -0.182  0.135
84 H -5.924 3.007 0.455  0.163
85 H -3.967 -0.221 -2.321  0.139
86 H -4.716 -1.785 -2.433  0.155
87 C 7.261 1.702 0.337  -0.108
88 C 7.421 0.204 0.584  -0.267
89 C 8.377 -0.123 1.729  -0.225
90 C 9.821 0.339 1.523  -0.229
91 C 10.500 -0.205 0.267  -0.270
92 C 10.629 -1.726 0.258  -0.112
93 H 8.203 2.168 0.043  0.066
94 H 6.543 1.883 -0.466  0.065
95 H 6.896 2.206 1.234  0.073
96 H 7.750 -0.286 -0.338  0.100
97 H 6.442 -0.216 0.821  0.078
98 H 8.361 -1.202 1.904  0.101
99 H 7.997 0.334 2.649  0.111
100 H 10.407 0.044 2.399  0.110
101 H 9.854 1.432 1.496  0.101
102 H 11.499 0.231 0.199  0.105
103 H 9.962 0.121 -0.628  0.097
104 H 11.196 -2.072 1.124  0.076
105 H 11.152 -2.059 -0.639  0.069
106 H 9.653 -2.214 0.270  0.062
107 C -2.786 5.607 2.422  -0.108
108 C -4.243 5.528 2.867  -0.269
109 C -5.113 6.650 2.303  -0.228
110 C -4.710 8.062 2.731  -0.229
111 C -4.682 8.295 4.240  -0.269
112 C -6.045 8.119 4.906  -0.111
113 H -2.307 6.521 2.772  0.068
114 H -2.220 4.764 2.824  0.064
115 H -2.711 5.574 1.333  0.073
116 H -4.293 5.521 3.960  0.103
117 H -4.655 4.575 2.538  0.070
118 H -6.153 6.466 2.587  0.100
119 H -5.088 6.601 1.208  0.109
120 H -5.405 8.773 2.274  0.110
121 H -3.725 8.301 2.319  0.101
122 H -4.332 9.314 4.425  0.105
123 H -3.955 7.631 4.715  0.098
124 H -6.779 8.801 4.473  0.075
125 H -5.978 8.333 5.973  0.070
126 H -6.418 7.099 4.799  0.064

* maximum force: 2.35 eV Å⁻¹
* orbital gap: 8.05 eV
* charge: +1


(4)
# C2H11O4

A 4-piece molecular cluster, C2H11O4 overall in a non-equilibrium geometry (ωB97M-V/def2-TZVPD, the OMol25 dataset).

Last column: natural (NBO) charge in e.
Atoms and positions in Å:
1 C 1.290 -0.305 0.613  -0.135
2 O -0.066 0.216 0.182  -0.368
3 C 1.233 -1.867 0.820  -0.624
4 H 1.448 0.113 1.628  0.217
5 H 2.221 -0.043 0.069  0.222
6 H 2.267 -2.249 0.784  0.224
7 H 0.746 -2.353 -0.040  0.245
8 H 0.720 -2.282 1.644  0.227
9 H 0.915 1.969 -2.187  0.461
10 H 0.507 0.814 -1.359  0.471
11 O 1.059 1.020 -2.199  -0.960
12 H -1.270 1.674 0.261  0.482
13 H -1.363 2.641 1.550  0.470
14 O -1.763 2.483 0.657  -0.948
15 H -2.106 -1.342 0.520  0.463
16 H -1.041 -1.020 -0.213  0.452
17 O -1.502 -1.831 -0.048  -0.898

* maximum force: 3.99 eV Å⁻¹
* orbital gap (spin up / spin down): 11.65 / 7.72 eV
* spin multiplicity: 2
* charge: 0


(5)
# C6H6FN2

An isolated ion of composition C6H6FN2 and charge +1 in a non-equilibrium geometry (ωB97M-V/def2-TZVPD, the OMol25 dataset).

Last column: natural (NBO) charge in e.
Atoms and positions in Å:
1 C -1.929 3.004 -0.672  0.359
2 C 1.434 1.211 0.042  -0.367
3 C -1.546 0.540 -0.673  0.279
4 C 1.163 2.295 -0.567  0.870
5 C 0.574 0.021 0.464  -0.397
6 C -0.553 -0.549 -0.417  -0.469
7 N -2.471 4.030 -0.742  -0.224
8 N -1.434 1.772 -0.420  -0.515
9 F 1.166 3.366 -1.221  -0.146
10 H 2.485 1.015 0.352  0.344
11 H -2.446 0.171 -1.228  0.202
12 H 1.490 -0.623 0.475  0.256
13 H 0.114 0.156 1.482  0.276
14 H -1.009 -1.226 0.241  0.271
15 H -0.244 -1.025 -1.271  0.261

* maximum force: 4.78 eV Å⁻¹
* orbital gap: 7.67 eV
* charge: +1


(6)
# C7H16N2O2

A 2-piece molecular cluster, C7H16N2O2 overall in a non-equilibrium geometry (ωB97M-V/def2-TZVPD, the OMol25 dataset).

Last column: natural (NBO) charge in e.
Atoms and positions in Å:
1 C -0.369 1.396 0.647  -0.214
2 C 0.104 0.678 1.917  -0.657
3 C -0.922 0.401 -1.589  -0.392
4 C -2.920 -0.573 1.507  -0.725
5 C -2.580 0.337 0.290  0.740
6 O -3.453 0.982 -0.213  -0.540
7 N -1.170 0.462 -0.165  -0.546
8 H -0.871 2.338 0.970  0.193
9 H 0.416 1.875 0.053  0.206
10 H 0.535 -0.357 2.164  0.239
11 H -0.599 0.580 2.694  0.207
12 H -1.575 1.082 -2.076  0.194
13 H -2.672 -1.598 1.221  0.245
14 H 0.989 1.253 2.204  0.210
15 H 0.003 0.612 -2.099  0.182
16 H -1.114 -0.665 -2.027  0.197
17 H -2.471 -0.303 2.449  0.231
18 H -3.970 -0.227 1.655  0.243
19 C 3.355 -0.398 -0.433  -0.732
20 C 2.278 -1.372 -0.777  0.678
21 O 2.201 -2.499 -0.353  -0.577
22 N 1.591 -1.181 -2.036  -0.871
23 H 3.007 0.588 -0.041  0.236
24 H 3.783 -0.091 -1.415  0.241
25 H 1.216 -2.014 -2.451  0.393
26 H 1.051 -0.342 -2.154  0.365
27 H 4.157 -0.964 0.056  0.254

* maximum force: 3.86 eV Å⁻¹
* orbital gap: 9.57 eV
* SMILES: CCN(C)C(C)=O.CC(N)=O
* charge: 0


- The lowest maximum force belongs to which entry?
  C38H74BN4O6S3


- charge of number 2 (C5H7NO)?
  0